2 unconnected molecules or ions with the total composition C5H12S at a distorted geometry. Source: OMol25; level of theory: the ωB97M-V functional and the def2-TZVPD basis.

Each line ends with the Mulliken charge.
CARTESIAN COORDINATES (ANGSTROEM)
1 C -0.271 1.349 1.884  -0.7837
2 C -0.091 0.017 1.770  -0.1664
3 C -1.395 -0.815 1.779  -0.8883
4 H 0.353 2.047 1.339  0.2437
5 H -1.127 1.604 2.476  0.2978
6 H 0.742 -0.584 1.450  0.5104
7 H -1.404 -1.721 2.380  0.3310
8 H -1.436 -1.259 0.768  0.0945
9 H -2.212 -0.105 1.898  0.3329
10 C -0.589 -0.424 -2.104  -0.8466
11 S 0.829 -0.982 -1.000  -0.1019
12 C 2.101 0.331 -1.387  -0.8389
13 H -1.314 0.165 -1.552  0.2385
14 H -0.054 0.059 -2.899  0.3532
15 H -1.118 -1.298 -2.476  0.3175
16 H 2.760 0.385 -0.515  0.3034
17 H 1.546 1.254 -1.579  0.2682
18 H 2.679 -0.025 -2.231  0.3347

Net charge: 0
Relative energy (zero: lowest compared OMol25 entry of this formula, charge and spin): 46.67 kcal per mole
E_tot: -595.807649 Eh
Maximum force: 2.2 eV/A
2S+1: 1
Structure (SMILES): C=CC.CSC



A molecular structure, C31H33Br2N9O2STa at a distorted geometry. Source: OMol25; level of theory: the ωB97M-V functional and the def2-TZVPD basis.

Each line ends with the Mulliken charge.
CARTESIAN COORDINATES (ANGSTROEM)
1 Ta -0.201 -0.080 0.595  0.4420
2 N 4.146 -1.338 1.740  -0.3409
3 C 3.024 -0.651 1.446  0.7284
4 S 1.523 -1.294 2.077  -0.5007
5 N 3.112 0.430 0.751  -1.2806
6 N 1.919 1.060 0.509  0.5258
7 C 2.087 2.330 0.286  -0.5137
8 C 1.069 3.337 0.246  0.7731
9 C 1.376 4.673 -0.037  -0.9541
10 C 0.422 5.652 0.139  -0.9829
11 C -0.837 5.310 0.642  -0.8385
12 C -1.158 3.991 0.919  -1.1435
13 C -0.203 3.024 0.683  0.6751
14 O -0.448 1.700 0.896  2.2167
15 H 4.129 -2.070 2.430  0.2165
16 H 5.031 -0.888 1.557  0.2850
17 H 3.122 2.661 0.247  0.5746
18 H 2.371 4.923 -0.389  0.5164
19 H 0.653 6.683 -0.091  0.4606
20 H -1.572 6.083 0.829  0.5092
21 H -2.125 3.714 1.315  0.6656
22 Br -5.456 4.388 -0.577  -0.0118
23 C -4.346 2.904 -0.423  -0.3896
24 C -4.286 2.185 0.759  -1.1707
25 C -3.366 1.164 0.843  0.0168
26 N -2.574 0.764 -0.168  0.1962
27 C -2.695 1.427 -1.322  1.1727
28 C -3.542 2.515 -1.479  -0.9184
29 C -1.901 0.937 -2.453  0.0504
30 C -2.453 1.000 -3.722  -1.0166
31 C -1.736 0.510 -4.796  -0.4162
32 Br -2.424 0.598 -6.518  -0.0442
33 C -0.498 -0.052 -4.546  -1.1624
34 C -0.038 -0.083 -3.246  -0.3406
35 N -0.694 0.410 -2.176  0.5593
36 H -4.924 2.427 1.599  0.5367
37 H -3.270 0.617 1.769  0.2893
38 H -3.557 3.066 -2.410  0.6799
39 H -3.446 1.404 -3.871  0.6662
40 H 0.099 -0.468 -5.347  0.5234
41 H 0.918 -0.533 -3.077  0.6958
42 O -2.234 -1.370 1.345  -0.7814
43 C -2.668 -1.506 2.701  -0.9822
44 C -1.659 -0.822 3.546  0.8242
45 C -1.639 -1.011 4.917  -1.1090
46 C -0.749 -0.275 5.678  -0.4444
47 C 0.086 0.638 5.044  -1.0047
48 C 0.029 0.744 3.676  -0.2870
49 N -0.828 0.019 2.928  0.1849
50 H -2.964 -1.600 0.755  0.2945
51 H -2.775 -2.554 2.981  0.6455
52 H -3.636 -1.015 2.827  0.4226
53 H -2.320 -1.718 5.375  0.5460
54 H -0.705 -0.410 6.751  0.4711
55 H 0.786 1.244 5.602  0.5222
56 H 0.680 1.425 3.146  0.3645
57 C 4.182 -2.514 -1.898  -0.6227
58 C 3.690 -1.093 -2.030  -0.7287
59 N 2.330 -1.013 -1.478  0.1670
60 C 1.500 -2.040 -1.247  -0.1719
61 N 0.339 -1.798 -0.565  0.9653
62 C -0.599 -2.953 -0.521  -0.0999
63 C 0.145 -4.245 -0.262  -0.8303
64 C 1.087 -4.472 -1.409  -0.6449
65 N 1.862 -3.249 -1.670  0.1078
66 C 3.108 -3.423 -2.452  -0.7442
67 H 4.346 -2.758 -0.847  0.2555
68 H 5.120 -2.647 -2.435  0.4246
69 H 3.676 -0.787 -3.078  0.4186
70 H 4.317 -0.396 -1.475  0.3640
71 H 1.925 -0.095 -1.452  0.1266
72 H -1.149 -3.008 -1.465  0.3468
73 H -1.312 -2.796 0.272  -0.1223
74 H -0.558 -5.072 -0.184  0.4509
75 H 0.697 -4.170 0.676  0.2471
76 H 0.543 -4.745 -2.315  0.3091
77 H 1.790 -5.272 -1.190  0.4676
78 H 2.912 -3.210 -3.505  0.2314
79 H 3.396 -4.468 -2.373  0.4657

Net charge: +3
Relative energy (zero: lowest compared OMol25 entry of this formula, charge and spin): 67.12 kcal per mole
E_tot: -7446.848297 Eh
Maximum force: 1.8 eV/A
2S+1: 1



2 unconnected molecules or ions with the total composition C5H13NO at a distorted geometry. Source: OMol25; level of theory: the ωB97M-V functional and the def2-TZVPD basis.

Each line ends with the Mulliken charge.
CARTESIAN COORDINATES (ANGSTROEM)
1 C -0.496 1.350 0.970  -0.9608
2 N 0.536 0.516 0.328  -0.0950
3 C 1.925 0.621 0.794  -0.7431
4 C 2.574 -0.544 0.084  -0.5584
5 C 1.520 -1.687 0.379  -0.5774
6 C 0.181 -0.914 0.384  -0.6466
7 H -0.436 2.354 0.552  0.2783
8 H -1.401 0.788 0.781  0.3929
9 H -0.277 1.464 2.045  0.3014
10 H 1.951 0.667 1.887  0.3731
11 H 2.279 1.613 0.484  0.3488
12 H 2.578 -0.164 -0.937  0.3083
13 H 3.499 -0.909 0.525  0.3283
14 H 1.624 -2.404 -0.432  0.2953
15 H 1.722 -2.065 1.377  0.3233
16 H -0.323 -1.097 1.348  0.3330
17 H -0.460 -1.177 -0.455  0.2987
18 O -5.646 0.927 -3.275  -0.6461
19 H -6.338 0.272 -3.052  0.3232
20 H -5.012 0.391 -3.788  0.3228

Net charge: 0
Relative energy (zero: lowest compared OMol25 entry of this formula, charge and spin): 34.94 kcal per mole
E_tot: -328.263160 Eh
Maximum force: 2.2 eV/A
2S+1: 1
Structure (SMILES): CN1CCCC1.O



2 unconnected molecules or ions with the total composition C7H14N2 at a distorted geometry. Source: OMol25; level of theory: the ωB97M-V functional and the def2-TZVPD basis.

Each line ends with the Mulliken charge.
CARTESIAN COORDINATES (ANGSTROEM)
1 C -0.021 -1.552 1.698  -1.2574
2 C -0.464 -0.341 0.784  -0.1985
3 C -1.942 -0.345 0.414  0.4606
4 C -3.121 -0.094 1.153  -0.6192
5 N -4.151 -0.566 0.380  -0.0330
6 C -3.622 -1.114 -0.793  -0.2219
7 N -2.273 -0.954 -0.804  -0.5396
8 H 0.801 -2.223 1.401  0.3432
9 H -0.823 -2.236 1.800  0.3798
10 H 0.261 -1.152 2.644  0.3114
11 H -0.218 0.750 1.057  0.4106
12 H 0.307 -0.519 -0.024  0.0054
13 H -3.316 0.230 2.148  0.3966
14 H -5.047 -0.463 0.717  0.1359
15 H -4.049 -1.556 -1.725  0.3791
16 C 3.405 2.270 -1.540  -0.8088
17 C 3.536 0.814 -1.116  -0.2725
18 H 3.813 2.235 -2.541  0.2488
19 H 2.380 2.451 -1.846  0.3046
20 H 3.922 3.021 -0.803  0.2413
21 H 2.483 0.409 -0.882  -0.1563
22 H 4.125 0.677 -0.171  0.2324
23 H 4.017 0.258 -1.952  0.2573

Net charge: 0
Relative energy (zero: lowest compared OMol25 entry of this formula, charge and spin): 45.08 kcal per mole
E_tot: -384.560053 Eh
Maximum force: 3.2 eV/A
2S+1: 1
Structure (SMILES): CCc1c[nH]cn1.CC